{"formula": "C30H82N14O7P4", "method": "ωB97M-V with the def2-TZVPD basis set", "elements": ["N", "H", "H", "H", "H", "O", "H", "C", "C", "C", "C", "C", "C", "N", "O", "O", "H", "H", "H", "H", "H", "O", "P", "N", "C", "C", "N", "C", "C", "N", "C", "C", "H", "H", "H", "H", "H", "H", "H", "H", "H", "H", "H", "H", "H", "H", "H", "H", "H", "H", "O", "P", "N", "C", "C", "N", "C", "C", "N", "C", "C", "H", "H", "H", "H", "H", "H", "H", "H", "H", "H", "H", "H", "H", "H", "H", "H", "H", "H", "O", "P", "N", "C", "C", "N", "C", "C", "N", "C", "C", "H", "H", "H", "H", "H", "H", "H", "H", "H", "H", "H", "H", "H", "H", "H", "H", "H", "H", "O", "P", "N", "C", "C", "N", "C", "C", "N", "C", "C", "H", "H", "H", "H", "H", "H", "H", "H", "H", "H", "H", "H", "H", "H", "H", "H", "H", "H"], "positions_angstrom": [[0.15873, 0.35855, 0.44853], [0.62101, 0.80788, 1.25330], [0.06867, 1.13328, -0.30667], [-0.77867, -0.01199, 0.58728], [0.77873, -0.38581, 0.09519], [-0.18237, 2.40757, -1.14832], [-1.08391, 2.71233, -1.26246], [-4.86269, 1.71596, -3.19999], [-5.45161, 0.46291, -3.17785], [-4.75850, -0.63047, -2.68229], [-3.46216, -0.45703, -2.18782], [-2.91664, 0.81325, -2.17896], [-3.55349, 1.89725, -2.80761], [-2.75128, -1.63624, -1.66286], [-1.78429, -1.43814, -0.96962], [-3.17246, -2.72758, -2.00969], [-5.38119, 2.58867, -3.58345], [-6.48704, 0.35054, -3.46807], [-5.31564, -1.55636, -2.72310], [-1.90126, 0.94549, -1.80565], [-2.96173, 2.80114, -2.80188], [-2.32857, -0.40321, 1.76249], [-3.64274, -0.54015, 2.42694], [-4.39385, -2.05110, 2.22144], [-3.62476, -3.14540, 1.63578], [-5.69350, -2.41402, 2.75930], [-4.80071, 0.55984, 1.90896], [-4.59021, 1.97853, 2.12586], [-5.56515, 0.20102, 0.71946], [-3.52506, -0.30049, 4.09056], [-2.27933, -0.58898, 4.75530], [-4.66774, -0.28545, 4.98646], [-3.88930, -3.26679, 0.57787], [-3.78686, -4.06625, 2.19514], [-2.57094, -2.86767, 1.60280], [-5.51026, -2.81408, 3.76492], [-6.18890, -3.16863, 2.15033], [-6.33035, -1.54464, 2.91612], [-4.21188, 2.15308, 3.12975], [-3.95796, 2.44352, 1.36216], [-5.55637, 2.48302, 2.02360], [-5.42935, 0.88605, -0.11885], [-5.30681, -0.77246, 0.29572], [-6.60706, 0.05613, 1.02311], [-2.21282, 0.01520, 5.66946], [-2.18903, -1.62373, 5.11476], [-1.43202, -0.30529, 4.13051], [-4.54135, 0.51860, 5.71794], [-4.89677, -1.22451, 5.49217], [-5.53219, 0.05038, 4.40812], [1.38569, 1.11443, 2.82282], [1.45735, 2.37267, 3.59183], [2.46592, 2.39956, 4.91389], [2.06117, 1.90503, 6.24040], [3.88343, 2.30960, 4.64276], [-0.06796, 2.89861, 4.14363], [-0.23939, 3.81471, 5.24850], [-1.26099, 2.63797, 3.33481], [2.02255, 3.61097, 2.60369], [2.17027, 3.44245, 1.16462], [2.32387, 4.91373, 3.17654], [2.78931, 1.14750, 6.53155], [1.08856, 1.42327, 6.14638], [2.06352, 2.68754, 6.99977], [4.45105, 3.17971, 4.98094], [4.09161, 2.20288, 3.57363], [4.31787, 1.38021, 5.02379], [0.71702, 4.15146, 5.66338], [-0.89781, 4.63247, 4.96007], [-0.53838, 3.28927, 6.17188], [-2.09067, 2.30901, 3.95832], [-1.37957, 3.53783, 2.72264], [-1.01545, 1.82430, 2.64957], [1.34992, 3.94140, 0.64124], [3.11778, 3.84841, 0.80049], [2.08529, 2.38734, 0.92922], [1.93844, 5.05592, 4.17741], [1.89531, 5.66808, 2.50765], [3.41189, 5.04958, 3.14070], [1.77498, -1.93530, -0.01433], [2.05606, -3.28331, -0.52234], [1.68603, -3.47279, -2.11746], [2.18871, -4.64231, -2.86273], [0.78066, -2.56075, -2.82099], [1.23956, -4.49127, 0.34004], [-0.19786, -4.25287, 0.46002], [1.61918, -5.90467, 0.35865], [3.65644, -3.76417, -0.35076], [4.67226, -2.95642, -1.06769], [4.16920, -4.16834, 0.97090], [3.22941, -4.43680, -3.13296], [1.77617, -4.72601, -3.87033], [2.02992, -5.56320, -2.31827], [1.23872, -1.58263, -2.98645], [-0.09442, -2.41173, -2.18819], [0.44838, -2.94318, -3.78240], [-0.38388, -3.20334, 0.67913], [-0.72046, -4.54774, -0.45653], [-0.60241, -4.83759, 1.28863], [2.42702, -6.12270, -0.33338], [1.81568, -6.22869, 1.38154], [0.77213, -6.50655, 0.01067], [4.47303, -1.91288, -0.80677], [5.67414, -3.26936, -0.79527], [4.53691, -3.08085, -2.14292], [4.30038, -3.30273, 1.62951], [5.13563, -4.63250, 0.78743], [3.47051, -4.83801, 1.46354], [2.05008, 3.17572, -3.66940], [2.42784, 1.90555, -4.32104], [3.43063, 1.99713, -5.71426], [4.75054, 2.58131, -5.58696], [2.71477, 2.55193, -6.89491], [1.09027, 1.07766, -4.92445], [-0.22897, 1.40938, -4.34187], [1.11440, -0.10375, -5.77129], [3.29498, 0.80903, -3.37461], [3.20445, 1.01366, -1.92459], [3.79248, -0.48637, -3.82666], [4.75342, 3.57599, -5.12685], [5.26112, 2.63314, -6.54953], [5.41851, 1.94541, -4.99667], [3.38492, 2.67065, -7.74328], [2.36107, 3.54812, -6.60664], [1.91222, 1.86270, -7.14202], [-0.11869, 1.48190, -3.25647], [-0.46041, 2.41217, -4.71264], [-1.02867, 0.73753, -4.64324], [2.10137, -0.31051, -6.18057], [0.79541, -0.99059, -5.21757], [0.41611, 0.08246, -6.59401], [3.65961, 0.19165, -1.37733], [3.68038, 1.95654, -1.64075], [2.16247, 1.11143, -1.59226], [2.96893, -1.08550, -4.22259], [4.17725, -1.08359, -3.00217], [4.58350, -0.34169, -4.56398]], "lowdin_charge": [0.219, 0.040, 0.020, 0.042, 0.055, -0.413, -0.110, -0.082, -0.082, -0.025, -0.140, -0.004, -0.043, -0.329, 0.058, 0.064, 0.108, 0.106, 0.117, 0.084, 0.114, -0.272, 0.577, -0.310, -0.099, -0.113, -0.296, -0.103, -0.106, -0.306, -0.123, -0.125, 0.073, 0.085, 0.054, 0.077, 0.087, 0.067, 0.063, 0.088, 0.085, 0.079, 0.069, 0.083, 0.080, 0.086, 0.071, 0.084, 0.079, 0.070, -0.291, 0.560, -0.301, -0.094, -0.122, -0.299, -0.139, -0.093, -0.311, -0.091, -0.107, 0.076, 0.077, 0.080, 0.083, 0.083, 0.083, 0.055, 0.088, 0.076, 0.067, 0.096, 0.057, 0.079, 0.084, 0.053, 0.056, 0.086, 0.080, -0.260, 0.526, -0.271, -0.082, -0.080, -0.294, -0.116, -0.132, -0.294, -0.093, -0.099, 0.066, 0.081, 0.061, 0.063, 0.051, 0.082, 0.061, 0.087, 0.084, 0.066, 0.078, 0.082, 0.067, 0.082, 0.054, 0.091, 0.081, 0.052, -0.260, 0.553, -0.305, -0.142, -0.104, -0.304, -0.097, -0.141, -0.282, -0.097, -0.100, 0.084, 0.074, 0.068, 0.074, 0.085, 0.054, 0.042, 0.082, 0.075, 0.073, 0.055, 0.081, 0.059, 0.077, 0.060, 0.048, 0.049, 0.074], "lumo_ha": -0.007, "de_lowest_ev": 0.000, "multiplicity": 1, "fmax_ev_per_a": 2.16, "total_energy_ha": -3851.01595}